[1]
5 unconnected molecules or ions with the total composition C5H20O5 at a distorted geometry. Source: OMol25; level of theory: ωB97M-V with the def2-TZVPD basis set.

Last column: Löwdin spin population.
CARTESIAN COORDINATES (ANGSTROEM)
C (4.307, -0.098, 0.018)  0.016
O (5.461, 0.016, 0.772)  0.065
H (3.811, -1.012, 0.344)  0.001
H (3.654, 0.756, 0.198)  0.009
H (4.516, -0.200, -1.047)  0.004
H (6.072, 0.580, 0.293)  0.000
C (-4.093, 1.690, -1.875)  0.000
O (-2.822, 2.005, -2.399)  0.000
H (-4.044, 1.932, -0.813)  0.000
H (-4.792, 2.354, -2.384)  0.000
H (-4.299, 0.636, -2.060)  0.000
H (-2.938, 2.379, -3.276)  0.000
C (-1.003, -2.930, 1.040)  0.003
O (-0.900, -3.581, -0.224)  0.014
H (-0.353, -3.368, 1.798)  0.000
H (-0.946, -1.849, 0.911)  0.001
H (-2.004, -3.085, 1.443)  0.002
H (-1.195, -3.056, -0.971)  0.000
C (0.370, 0.095, -1.251)  0.011
O (-0.905, 0.481, -0.685)  0.073
H (0.110, -0.573, -2.072)  0.007
H (0.881, 0.953, -1.688)  0.003
H (1.015, -0.459, -0.569)  0.000
H (-1.515, 0.906, -1.293)  0.000
C (0.268, 0.993, 2.999)  0.117
O (0.772, 1.104, 1.696)  0.573
H (0.000, -0.062, 3.070)  0.053
H (1.052, 1.136, 3.742)  0.001
H (-0.658, 1.511, 3.249)  0.046
H (0.179, 0.745, 1.032)  0.002

Its spin multiplicity is 2. The energy above the lowest of the compared OMol25 structures with the same formula, charge and spin comes out at 108.7 kJ/mol. The total energy is -578.21617 Ha. For the highest occupied orbital energy (alpha / beta), the calculation gives -13.1 / -13.0 eV. The calculation puts the strongest force on any atom at 2.66 eV Å⁻¹. Its charge is +1. As for the HOMO-LUMO gap (alpha / beta): 10.30 / 2.93 eV.

***

[2]
5 unconnected molecules or ions with the total composition C5H21N2O5 at a distorted geometry. Source: OMol25; level of theory: ωB97M-V with the def2-TZVPD basis set.

Last column: Löwdin charge in e.
CARTESIAN COORDINATES (ANGSTROEM)
C (-0.271, -0.697, 1.951)  -0.248
N (-0.942, 0.110, 0.952)  -0.062
C (-1.245, 1.492, 1.246)  -0.328
N (-0.192, 2.477, 1.053)  0.028
C (0.785, -1.585, 1.298)  -0.204
C (0.292, -2.585, 0.226)  -0.183
C (0.758, -2.160, -1.180)  -0.309
O (-0.083, -1.129, -1.587)  -0.151
H (-1.007, -1.414, 2.354)  0.104
H (0.201, -0.228, 2.818)  0.108
H (-0.410, 0.065, 0.083)  0.075
H (-1.540, 1.507, 2.309)  0.107
H (-2.149, 1.809, 0.727)  0.094
H (0.657, 2.194, 1.523)  0.054
H (0.038, 2.491, 0.071)  0.037
H (1.699, -1.054, 0.969)  0.101
H (1.247, -2.194, 2.099)  0.100
H (-0.762, -2.490, 0.256)  0.081
H (0.548, -3.624, 0.471)  0.101
H (1.800, -1.875, -0.996)  0.104
H (0.694, -2.981, -1.891)  0.095
H (-1.221, 2.814, -2.418)  -0.038
H (0.110, 2.249, -2.586)  -0.021
O (-0.466, 3.042, -2.911)  -0.143
H (0.380, -0.245, -1.873)  -0.003
H (1.664, 1.140, -2.497)  -0.007
O (0.930, 1.092, -1.855)  -0.350
H (3.770, 1.050, -0.804)  0.024
H (2.363, 0.825, -0.362)  -0.019
O (3.209, 1.171, -0.025)  -0.100
H (-3.145, -0.921, 0.541)  0.013
H (-3.724, 0.122, -0.335)  0.024
O (-3.988, -0.471, 0.376)  -0.083

Its spin multiplicity is 1. The energy above the lowest of the compared OMol25 structures with the same formula, charge and spin comes out at 60.4 kJ/mol. The total energy is -688.84848 Ha. For the highest occupied orbital energy, the calculation gives -5.3 eV. The calculation puts the strongest force on any atom at 2.03 eV Å⁻¹. Its charge is -1. As for the HOMO-LUMO gap: 8.74 eV.

***

[3]
6 unconnected molecules or ions with the total composition C5H21N2O6 at a distorted geometry. Source: OMol25; level of theory: ωB97M-V with the def2-TZVPD basis set.

Last column: Löwdin charge in e.
CARTESIAN COORDINATES (ANGSTROEM)
O (2.121, 1.551, 1.789)  0.089
C (2.103, 0.567, 1.091)  -0.191
C (0.842, -0.231, 0.973)  -0.259
C (0.232, -0.135, -0.469)  -0.076
C (1.288, -0.859, -1.368)  -0.395
C (1.791, -0.271, -2.436)  0.041
N (1.530, -2.214, -0.998)  0.114
N (-0.233, 0.192, 1.949)  0.186
H (2.989, 0.162, 0.587)  0.146
H (1.191, -1.291, 1.230)  0.171
H (-0.687, -0.697, -0.490)  0.072
H (-0.092, 0.903, -0.650)  0.096
H (1.842, 0.797, -2.614)  0.063
H (2.161, -0.881, -3.258)  0.067
H (1.573, -2.796, -1.792)  0.083
H (0.944, -2.629, -0.338)  0.052
H (-1.145, -0.318, 1.785)  0.113
H (-0.481, 1.253, 1.903)  0.128
H (0.229, -0.131, 2.786)  0.156
H (-2.352, -3.413, -1.266)  0.091
H (-2.431, -1.910, -1.324)  0.030
O (-2.007, -2.614, -0.828)  -0.045
H (-2.143, -0.676, -3.670)  0.051
H (-2.402, 0.661, -2.923)  0.050
O (-2.287, -0.287, -2.811)  -0.031
H (-2.060, -2.290, 0.867)  0.028
H (-2.430, -2.237, 2.357)  0.068
O (-1.823, -1.859, 1.727)  -0.055
H (-0.139, 3.613, 2.260)  0.088
H (-1.197, 3.145, 1.400)  0.030
O (-0.811, 2.910, 2.242)  -0.037
H (-1.021, 3.007, -0.905)  0.051
H (0.365, 3.571, -1.261)  0.059
O (-0.110, 3.063, -0.613)  -0.034

Its spin multiplicity is 1. The energy above the lowest of the compared OMol25 structures with the same formula, charge and spin comes out at 139.0 kJ/mol. The total energy is -763.80352 Ha. For the highest occupied orbital energy, the calculation gives -11.4 eV. The calculation puts the strongest force on any atom at 2.59 eV Å⁻¹. Its charge is +1. As for the HOMO-LUMO gap: 8.59 eV.

***

[4]
5 unconnected molecules or ions with the total composition C5H21NO5 at a distorted geometry. Source: OMol25; level of theory: ωB97M-V with the def2-TZVPD basis set.

Last column: Löwdin charge in e.
CARTESIAN COORDINATES (ANGSTROEM)
C (-3.159, 0.792, 0.008)  -0.131
N (-1.890, 0.055, 0.042)  -0.129
C (-0.782, 0.988, 0.450)  -0.211
C (-0.491, 0.688, 1.914)  -0.176
C (1.090, 0.529, 2.268)  -0.135
C (1.729, -0.481, 1.303)  -0.213
O (2.465, 0.455, 0.437)  -0.133
H (-3.102, 1.558, -0.770)  0.077
H (-3.981, 0.111, -0.186)  0.072
H (-3.413, 1.288, 0.944)  0.078
H (-1.768, -0.350, -0.882)  0.055
H (-1.063, 2.046, 0.386)  0.118
H (0.008, 0.710, -0.269)  0.105
H (-0.910, -0.234, 2.283)  0.059
H (-0.816, 1.458, 2.639)  0.109
H (1.504, 1.496, 2.041)  0.102
H (0.994, 0.234, 3.308)  0.106
H (1.205, -1.133, 0.614)  0.093
H (2.403, -1.009, 1.995)  0.115
H (2.703, -0.023, -0.365)  0.084
O (-1.263, -2.066, -1.960)  -0.044
H (-0.679, -2.636, -1.435)  0.058
H (-1.533, -2.612, -2.702)  0.060
O (0.801, -0.719, -4.015)  -0.059
H (0.306, -0.800, -3.190)  -0.005
H (1.490, -0.092, -3.779)  0.029
O (1.848, 2.785, -1.007)  -0.068
H (2.730, 2.421, -0.869)  0.025
H (1.340, 2.236, -0.396)  -0.018
O (-0.415, -2.449, 1.649)  -0.063
H (-0.920, -1.989, 2.327)  0.031
H (-0.871, -2.060, 0.885)  0.012

Its spin multiplicity is 1. The energy above the lowest of the compared OMol25 structures with the same formula, charge and spin comes out at 202.8 kJ/mol. As for the structure (SMILES): CNCCCCO.O.O.O.O. The total energy is -633.98464 Ha. For the highest occupied orbital energy, the calculation gives -9.1 eV. The calculation puts the strongest force on any atom at 4.55 eV Å⁻¹. Its charge is 0. As for the HOMO-LUMO gap: 9.28 eV.

***

[5]
5 unconnected molecules or ions with the total composition C5H23N2O5 at a distorted geometry. Source: OMol25; level of theory: ωB97M-V with the def2-TZVPD basis set.

Last column: Löwdin charge in e.
CARTESIAN COORDINATES (ANGSTROEM)
N (-0.341, -2.036, -0.740)  0.195
C (0.179, -1.409, -1.980)  -0.245
C (-1.148, -0.893, -2.679)  -0.185
O (-2.350, -1.500, -2.255)  -0.045
C (1.269, -0.376, -1.778)  -0.191
N (2.139, -0.706, -0.668)  -0.072
C (2.940, 0.408, -0.167)  -0.267
C (2.372, 1.071, 1.068)  -0.095
H (0.318, -2.583, -0.178)  0.168
H (-0.550, -1.314, -0.011)  0.120
H (-1.232, -2.529, -0.807)  0.157
H (0.553, -2.148, -2.698)  0.152
H (-1.301, 0.156, -2.414)  0.125
H (-0.905, -0.943, -3.745)  0.136
H (-2.631, -2.161, -2.900)  0.115
H (1.819, -0.291, -2.725)  0.138
H (0.817, 0.614, -1.650)  0.132
H (2.761, -1.436, -0.997)  0.119
H (3.092, 1.156, -0.962)  0.119
H (3.907, 0.022, 0.107)  0.112
H (2.745, 2.075, 1.311)  0.081
H (1.302, 1.278, 1.039)  0.053
H (2.557, 0.484, 1.973)  0.075
H (-0.436, 0.057, 3.544)  -0.012
H (-1.835, -0.054, 3.973)  0.041
O (-1.005, 0.344, 4.272)  -0.039
H (-2.435, 3.607, 0.349)  0.033
H (-1.092, 4.020, 0.857)  0.049
O (-1.497, 3.433, 0.203)  -0.064
H (-2.679, 0.892, 0.809)  0.069
H (-3.218, 1.504, 1.967)  0.088
O (-2.489, 0.900, 1.762)  -0.050
H (-1.054, 0.067, 1.834)  0.008
H (-0.061, -0.962, 2.552)  0.053
O (-0.513, -0.747, 1.734)  -0.071

Its spin multiplicity is 1. The energy above the lowest of the compared OMol25 structures with the same formula, charge and spin comes out at 237.1 kJ/mol. The total energy is -689.73709 Ha. For the highest occupied orbital energy, the calculation gives -12.7 eV. The calculation puts the strongest force on any atom at 2.41 eV Å⁻¹. Its charge is +1. As for the HOMO-LUMO gap: 9.84 eV.

***

[6]
6 unconnected molecules or ions with the total composition C5H23N2O6 at a distorted geometry. Source: OMol25; level of theory: ωB97M-V with the def2-TZVPD basis set.

Last column: Löwdin charge in e.
CARTESIAN COORDINATES (ANGSTROEM)
N (-0.028, -2.943, 0.771)  0.180
C (0.720, -1.760, 0.265)  -0.224
C (0.846, -0.809, 1.531)  -0.007
C (-0.301, -0.979, -0.558)  -0.466
N (-0.091, 0.122, -1.314)  0.079
C (1.175, 0.832, -1.575)  -0.199
C (0.811, 2.297, -1.700)  -0.086
O (-1.464, -1.386, -0.495)  0.033
H (-0.240, -3.609, -0.011)  0.127
H (0.557, -3.320, 1.521)  0.177
H (-0.860, -2.634, 1.272)  0.158
H (1.666, -1.966, -0.201)  0.126
H (-0.166, -0.853, 1.975)  0.098
H (1.075, 0.187, 1.156)  0.078
H (1.562, -1.097, 2.299)  0.090
H (-0.961, 0.471, -1.669)  0.140
H (1.953, 0.715, -0.839)  0.079
H (1.473, 0.429, -2.539)  0.120
H (1.607, 2.861, -2.192)  0.088
H (0.762, 2.819, -0.748)  0.060
H (-0.139, 2.436, -2.225)  0.080
H (3.602, 0.214, 0.652)  0.062
H (4.421, -0.830, -0.018)  0.068
O (3.500, -0.550, 0.071)  -0.051
H (-1.336, 1.803, 0.261)  0.011
H (-2.593, 1.041, 0.193)  0.056
O (-1.891, 1.235, 0.834)  -0.062
H (-2.666, 3.055, 2.369)  0.011
H (-2.343, 2.278, 3.595)  0.028
O (-2.385, 3.190, 3.291)  -0.067
H (1.304, -4.170, -1.841)  0.080
H (-0.158, -4.127, -2.338)  0.086
O (0.388, -4.136, -1.545)  -0.019
H (-1.448, 4.380, 0.622)  0.054
H (-1.624, 4.161, -0.973)  0.062
O (-1.147, 3.932, -0.170)  -0.049

Its spin multiplicity is 1. The energy above the lowest of the compared OMol25 structures with the same formula, charge and spin comes out at 228.8 kJ/mol. The total energy is -765.02793 Ha. For the highest occupied orbital energy, the calculation gives -12.9 eV. The calculation puts the strongest force on any atom at 3.16 eV Å⁻¹. Its charge is +1. As for the HOMO-LUMO gap: 10.10 eV.

***

[7]
8 unconnected molecules or ions with the total composition C5H23NO8 at a distorted geometry. Source: OMol25; level of theory: ωB97M-V with the def2-TZVPD basis set.

Last column: Löwdin charge in e.
CARTESIAN COORDINATES (ANGSTROEM)
N (2.175, 1.617, 1.131)  0.023
C (1.536, 0.874, 0.169)  -0.249
C (0.219, 0.608, 0.219)  -0.137
C (-0.822, -0.116, -0.609)  -0.192
C (-1.227, -1.407, 0.152)  -0.156
C (-2.284, -2.187, -0.640)  -0.210
O (-1.918, -2.676, -1.700)  0.033
H (2.766, 2.428, 0.811)  0.113
H (1.610, 1.992, 1.839)  0.035
H (2.254, 0.408, -0.509)  0.092
H (-0.302, 1.319, 0.980)  0.108
H (-1.658, 0.624, -0.700)  0.111
H (-0.677, -0.286, -1.748)  0.104
H (-0.344, -1.952, 0.354)  0.076
H (-1.671, -1.065, 1.124)  0.081
H (-3.233, -2.163, -0.113)  0.117
O (1.909, -1.799, 3.378)  -0.054
H (1.318, -1.024, 3.556)  0.058
H (2.507, -1.419, 2.755)  -0.016
O (2.023, -2.116, 0.435)  -0.040
H (2.830, -1.878, 0.943)  0.055
H (2.354, -2.896, 0.018)  0.036
O (-0.738, -0.201, -4.050)  -0.093
H (-0.664, -1.092, -3.769)  -0.018
H (0.279, -0.080, -4.148)  0.066
O (-1.167, 3.233, -1.035)  -0.011
H (-0.547, 2.608, -1.310)  -0.014
H (-1.911, 3.358, -1.599)  0.035
O (-2.083, 0.227, 2.629)  -0.026
H (-1.410, -0.386, 2.749)  -0.012
H (-1.844, 1.103, 2.941)  0.045
O (1.762, -0.737, -2.905)  -0.025
H (2.669, -0.556, -2.732)  0.034
H (1.569, -1.546, -2.446)  0.042
O (-0.447, 3.785, 2.452)  -0.043
H (-1.004, 3.475, 1.769)  -0.010
H (0.347, 4.135, 2.025)  0.043

Its spin multiplicity is 1. The energy above the lowest of the compared OMol25 structures with the same formula, charge and spin comes out at 427.3 kJ/mol. As for the structure (SMILES): N/C=C/CCC=O.O.O.O.O.O.O.O. The total energy is -860.87518 Ha. For the highest occupied orbital energy, the calculation gives -8.4 eV. The calculation puts the strongest force on any atom at 3.63 eV Å⁻¹. Its charge is 0. As for the HOMO-LUMO gap: 8.35 eV.